1.
Here is a single C17H23N3O2 molecule from the OMol25 dataset. Energies are from ωB97M-V/def2-TZVPD.

The geometry in XYZ format:
```
45
Properties=species:S:1:pos:R:3:forces:R:3:lowdin_charge:R:1
O -0.265 2.424 1.980 -0.056 0.400 0.227 0.06
C -0.243 1.260 1.641 -0.256 -0.512 0.172 -0.47
C -1.197 0.209 2.246 0.158 0.437 0.236 -0.02
N -1.943 -0.446 1.209 -0.180 -0.284 -0.050 0.02
C -1.805 -1.715 0.716 0.043 -0.232 -0.099 -0.28
C -0.854 -2.717 1.278 -0.308 -0.291 0.213 -0.16
O 0.473 -2.221 1.176 0.271 0.102 -0.033 -0.08
N -2.596 -1.973 -0.286 0.222 -0.584 -0.092 0.17
C -3.307 -0.820 -0.504 0.132 0.631 0.460 -0.23
C -4.285 -0.524 -1.447 0.063 -0.003 0.078 -0.02
C -4.816 0.748 -1.435 -0.121 -0.039 -0.159 -0.10
C -4.394 1.714 -0.517 0.012 0.091 0.073 -0.09
C -3.427 1.442 0.429 0.078 0.134 0.124 -0.01
C -2.896 0.162 0.425 -0.383 -0.244 -0.532 -0.16
N 0.560 0.742 0.704 0.289 -0.137 -0.195 0.11
C 1.490 1.534 -0.076 0.009 0.367 -0.082 -0.28
C 2.925 1.372 0.453 -0.219 -0.089 0.187 -0.13
C 3.354 -0.066 0.748 0.268 0.103 -0.229 -0.20
C 3.694 -0.899 -0.484 -0.236 -0.114 0.179 -0.21
C 2.563 -1.009 -1.504 0.330 0.100 -0.159 -0.20
C 2.304 0.306 -2.240 -0.257 -0.047 0.015 -0.20
C 1.291 1.236 -1.574 0.177 0.027 -0.089 -0.14
H -0.615 -0.528 2.802 -0.083 0.027 -0.032 0.13
H -1.882 0.721 2.928 0.154 -0.048 -0.081 0.14
H -1.099 -2.922 2.332 0.029 0.001 -0.151 0.13
H -0.978 -3.637 0.699 -0.076 0.151 0.081 0.13
H 1.093 -2.934 1.357 -0.013 0.045 0.000 0.10
H -4.606 -1.269 -2.157 -0.042 -0.090 -0.090 0.11
H -5.577 1.012 -2.154 -0.055 0.015 -0.060 0.10
H -4.835 2.699 -0.553 -0.025 0.080 0.010 0.10
H -3.091 2.192 1.128 0.037 0.121 0.073 0.11
H 0.548 -0.256 0.544 -0.098 0.049 0.121 0.10
H 1.193 2.573 0.108 0.053 -0.218 -0.052 0.14
H 3.617 1.833 -0.252 0.097 0.095 -0.020 0.12
H 2.984 1.934 1.388 0.018 0.073 -0.047 0.12
H 2.572 -0.566 1.321 0.016 -0.014 0.110 0.09
H 4.243 -0.028 1.383 -0.062 -0.033 0.073 0.11
H 4.570 -0.468 -0.978 0.064 -0.034 -0.031 0.11
H 3.972 -1.903 -0.152 0.094 -0.015 -0.022 0.10
H 2.848 -1.767 -2.238 -0.089 -0.047 0.032 0.11
H 1.650 -1.356 -1.018 -0.098 -0.135 -0.007 0.10
H 1.922 0.087 -3.240 0.074 0.055 -0.030 0.11
H 3.253 0.829 -2.373 0.063 0.008 -0.080 0.11
H 1.302 2.181 -2.120 -0.074 0.022 -0.005 0.11
H 0.290 0.813 -1.693 -0.019 0.076 -0.037 0.12
```
Forces are in eV/Å.

## Properties
orbital gap = 0.32407 Eh
SMILES = O=C(Cn1c(CO)nc2ccccc21)NC1CCCCCC1
relative energy (zero: lowest compared OMol25 entry of this formula, charge and spin) = 65.0 kJ/mol
2S+1 = 1
net charge = 0
E_LUMO = 0.27 eV

***

2.
Here is C41H46FN7O4SSeW as an isolated structure in a non-equilibrium geometry from the OMol25 dataset. Energies are from ωB97M-V/def2-TZVPD.

The geometry in XYZ format:
```
102
Properties=species:S:1:pos:R:3:forces:R:3:lowdin_charge:R:1
W -0.484 0.636 -0.240 0.925 2.714 -1.709 1.34
O -1.320 2.084 -1.550 -0.323 0.843 -0.130 -0.39
N -0.723 2.754 -2.557 0.857 -0.813 0.321 -0.13
C -1.319 3.846 -3.063 -0.252 0.095 0.073 0.01
C -0.727 4.543 -4.083 0.192 -0.098 -0.081 -0.03
C 0.501 4.102 -4.592 -0.202 -0.169 0.250 -0.04
C 1.081 2.968 -4.072 -0.213 0.112 -0.043 -0.06
C 0.454 2.271 -3.037 -0.218 -0.298 0.379 -0.59
S 1.033 0.814 -2.330 -0.094 0.083 0.024 0.77
H -2.269 4.098 -2.617 -0.040 -0.025 0.070 0.15
H -1.213 5.415 -4.487 -0.085 0.058 0.034 0.12
H 0.983 4.640 -5.391 0.057 0.079 -0.105 0.12
H 2.013 2.577 -4.443 0.121 0.004 -0.054 0.11
C -4.845 3.065 4.689 0.022 0.098 -0.115 -0.03
C -4.724 3.866 3.384 -0.136 0.207 0.192 -0.56
C -4.278 5.288 3.729 -0.034 -0.222 -0.063 -0.05
C -6.083 3.937 2.676 0.172 0.013 0.062 -0.03
C -3.741 3.155 2.489 -0.103 -0.865 -0.212 -0.13
C -3.955 1.799 2.152 0.268 0.874 0.218 0.03
C -3.036 1.119 1.408 0.417 -0.464 -0.296 -0.12
N -1.893 1.669 0.925 -0.770 1.703 0.929 -0.05
C -1.670 2.993 1.235 -1.381 -1.258 0.215 -0.14
C -2.584 3.729 2.005 0.605 -0.224 -0.482 0.08
C -0.377 3.468 0.836 1.871 -0.214 -0.806 -0.14
C 0.124 4.753 1.101 -0.499 -0.620 -0.054 0.07
C 1.435 5.085 0.839 0.538 -0.636 -0.385 -0.13
C 2.241 4.059 0.287 -0.524 0.653 0.421 0.03
C 1.712 2.829 0.027 -0.285 -0.755 -0.075 -0.12
N 0.417 2.498 0.257 -0.035 2.168 0.784 -0.06
C 2.028 6.449 1.107 0.064 0.249 0.004 -0.56
C 2.322 7.109 -0.249 -0.058 -0.063 0.122 -0.03
C 1.081 7.354 1.897 0.128 -0.186 -0.131 -0.05
C 3.336 6.292 1.895 -0.150 -0.016 -0.056 -0.03
H -5.492 3.592 5.385 -0.104 0.054 0.077 0.09
H -3.868 2.948 5.155 0.090 -0.026 0.088 0.09
H -5.264 2.079 4.519 -0.062 -0.138 0.012 0.08
H -5.016 5.745 4.382 -0.057 0.057 0.047 0.09
H -4.199 5.902 2.836 0.042 0.143 -0.096 0.09
H -3.325 5.286 4.254 0.124 0.054 0.052 0.09
H -6.802 4.429 3.325 -0.128 0.049 0.076 0.09
H -6.462 2.952 2.427 -0.085 -0.163 -0.033 0.08
H -6.001 4.511 1.757 -0.038 0.080 -0.154 0.10
H -4.833 1.275 2.487 -0.111 -0.075 0.036 0.12
H -3.189 0.065 1.191 0.094 0.266 -0.078 0.09
H -2.344 4.751 2.242 -0.001 0.103 0.020 0.10
H -0.543 5.475 1.536 -0.069 0.109 0.076 0.10
H 3.282 4.225 0.071 0.137 0.032 -0.036 0.12
H 2.332 2.033 -0.378 -0.203 0.218 0.026 0.08
H 1.403 7.263 -0.810 -0.108 0.010 -0.086 0.09
H 2.991 6.499 -0.849 0.117 -0.052 -0.094 0.08
H 2.787 8.077 -0.089 0.093 0.136 0.002 0.09
H 0.181 7.572 1.329 -0.175 0.038 -0.010 0.09
H 1.576 8.299 2.102 0.041 0.096 0.016 0.09
H 0.812 6.904 2.849 -0.090 -0.019 0.150 0.09
H 4.103 5.796 1.309 0.133 -0.060 -0.064 0.08
H 3.180 5.720 2.805 -0.026 -0.060 0.143 0.10
H 3.712 7.272 2.172 0.073 0.135 0.016 0.09
F -0.203 -5.653 -3.574 0.123 -0.050 0.334 0.07
C 0.289 -5.336 -2.347 -0.260 0.914 -0.284 -0.17
C 0.215 -4.023 -1.944 0.096 -0.553 0.067 0.12
C 0.746 -3.656 -0.700 0.147 -0.488 -0.184 -0.04
C 0.640 -2.333 -0.202 -0.936 2.418 -0.648 -0.19
O 0.179 -1.306 -0.897 1.122 -3.532 0.966 -0.38
C 0.962 -2.129 1.176 -0.124 -0.026 -0.212 -0.01
C 1.572 -3.080 1.922 -0.136 -0.281 -0.846 0.09
N 1.890 -4.282 1.354 -0.362 0.741 0.088 0.01
C 2.798 -5.143 2.057 0.244 -0.523 0.450 -0.26
C 4.066 -5.559 1.370 0.013 0.011 -0.012 -0.09
C 4.119 -4.575 2.495 0.040 0.004 0.016 -0.07
C 1.373 -4.636 0.117 -0.053 0.736 -0.129 -0.10
C 1.428 -5.945 -0.326 -0.164 -0.459 -0.809 0.08
C 0.874 -6.328 -1.559 0.368 -0.024 1.073 -0.13
N 0.899 -7.683 -1.899 -0.025 0.210 0.004 -0.10
C 2.150 -8.389 -1.940 0.264 -0.062 -0.248 -0.12
C 2.633 -8.532 -3.393 0.528 0.287 0.734 -0.08
N 1.583 -9.241 -4.171 0.031 -0.339 -0.274 0.06
C 0.290 -8.498 -4.146 -0.815 0.377 0.195 -0.08
C -0.134 -8.299 -2.686 -0.134 -0.010 -0.336 -0.12
C 0.484 -0.751 1.391 0.107 0.641 0.940 -0.52
O 1.177 0.210 0.915 0.531 -1.126 0.690 -0.07
O -0.782 -0.554 1.426 0.500 -1.043 0.434 -0.09
H -0.256 -3.281 -2.570 -0.042 0.121 -0.086 0.15
H 1.828 -2.952 2.960 0.231 0.039 0.092 0.16
H 2.316 -5.855 2.719 0.028 0.003 -0.068 0.16
H 4.243 -5.183 0.374 -0.034 0.125 -0.088 0.11
H 4.427 -6.562 1.531 -0.003 -0.113 0.107 0.11
H 4.344 -3.549 2.248 -0.067 0.082 -0.099 0.12
H 4.519 -4.888 3.447 -0.072 -0.102 0.069 0.12
H 1.868 -6.700 0.300 -0.016 -0.161 0.103 0.13
H 2.037 -9.383 -1.489 0.049 0.032 0.009 0.14
H 2.902 -7.841 -1.374 0.024 -0.133 -0.056 0.13
H 3.564 -9.097 -3.444 -0.106 -0.040 -0.104 0.14
H 2.786 -7.543 -3.831 -0.086 -0.155 -0.114 0.15
H 1.433 -10.166 -3.745 0.098 0.111 -0.279 0.19
H 1.890 -9.382 -5.140 -0.076 -0.093 0.209 0.20
H -0.465 -9.065 -4.690 0.147 -0.093 -0.045 0.15
H 0.429 -7.534 -4.635 0.165 -0.171 -0.011 0.13
H -0.373 -9.275 -2.244 -0.038 0.039 -0.008 0.14
H -1.035 -7.689 -2.654 0.002 -0.165 -0.058 0.15
Se -2.324 -0.593 -1.371 -1.362 -1.186 -1.100 0.74
C -3.579 0.732 -1.493 0.006 -0.442 0.099 -0.76
N -4.341 1.587 -1.572 -0.478 0.464 -0.066 0.08
```
Forces are in eV/Å.

## Properties
orbital gap (spin up / spin down) = 0.17493 / 0.17489 Eh
2S+1 = 1
net charge = +2
E_LUMO (spin up / spin down) = -5.44 / -5.44 eV

***

3.
Here is a single C3H6N2O2 molecule in a non-equilibrium geometry from the OMol25 dataset. Energies are from ωB97M-V/def2-TZVPD.

The geometry in XYZ format:
```
13
Properties=species:S:1:pos:R:3:forces:R:3:lowdin_charge:R:1
C 1.587 -0.891 0.865 -0.445 0.298 -0.846 0.07
C 0.632 -0.923 -0.070 2.887 -0.748 -2.080 -0.37
O 0.131 -2.103 -0.537 -0.283 -0.164 -0.002 0.05
C 0.162 0.342 -0.831 -1.324 -0.381 5.645 -0.37
O 0.757 1.343 -1.144 -0.297 -0.665 -1.063 0.09
N -1.045 0.383 -0.067 -0.593 2.171 -1.482 -0.05
N -1.613 1.619 0.284 -0.359 0.316 -0.488 0.03
H 2.160 -1.769 1.080 -0.296 -0.528 0.520 0.06
H 1.934 0.043 1.266 0.092 0.240 -0.163 0.06
H -0.390 -1.941 -1.333 0.184 -0.143 0.071 0.11
H -1.617 -0.401 0.217 0.484 -0.104 -0.270 0.14
H -1.765 2.159 -0.574 0.034 -0.099 0.416 0.09
H -0.933 2.138 0.844 -0.084 -0.194 -0.258 0.09
```
Forces are in eV/Å.

## Properties
orbital gap = 0.32752 Eh
SMILES = C=C(O)C(=O)NN
relative energy (zero: lowest compared OMol25 entry of this formula, charge and spin) = 411.8 kJ/mol
2S+1 = 1
net charge = 0
E_LUMO = 0.20 eV

***

What are the E values for these records? In order: -976.3883 -5240.3132 -377.8025 Ha.